This record from the OMol25 dataset describes a cluster of 2 separate species, C9H20OSi in total at a distorted geometry. The level of theory is ωB97M-V with the def2-TZVPD basis set.

Element x y z (Å)
C 1.9931 1.3410 -1.1079
C 1.6280 0.3195 -0.3155
C 3.7274 -0.8469 -0.2387
C -0.6341 1.0423 2.2808
C -1.0412 -0.3249 -2.1237
C -3.4404 0.3358 -0.2806
C -1.4206 -1.9783 0.7477
C 2.2961 -0.9309 0.1630
C -0.6491 1.1795 0.7927
O -0.7199 2.3445 0.1023
Si -1.5447 -0.1596 -0.2217
H 1.4733 2.1855 -1.0766
H 2.9495 1.5816 -1.6462
H 3.8117 -0.7176 -1.3328
H 4.1998 -1.7344 0.1171
H 4.1167 0.0028 0.2270
H -0.1866 0.0761 2.5235
H 0.0748 1.7459 2.7178
H -1.6062 1.1837 2.6596
H -1.6814 0.1423 -2.7804
H -0.1483 0.1570 -2.2262
H -0.9241 -1.4137 -2.3257
H -3.7678 0.2010 0.7407
H -3.5078 1.3568 -0.5787
H -4.0033 -0.2469 -0.9634
H -2.1386 -1.8041 1.5237
H -1.7905 -2.7866 0.1313
H -0.5999 -2.4681 1.1935
H 2.1234 -1.0266 1.1923
H 1.6614 -1.8125 -0.3778
H -0.2507 3.0560 0.4830

Results
molecular weight: 172.34 g mol⁻¹
strongest force on any atom: 4.615 eV/A
ΔE to the lowest compared entry with this formula, charge and spin: 5.495 eV
Kohn-Sham gap (alpha / beta): 0.3060 / 0.2869 Eh

=====

This record from the OMol25 dataset describes a structure of composition C9H21AgCl2N3O3. The level of theory is ωB97M-V with the def2-TZVPD basis set.

Element x y z (Å)
Ag 0.0589 0.8179 0.0417
Cl 1.5893 0.6988 -2.2265
Cl 1.2724 0.6868 2.3669
C 1.5993 -2.6653 -0.7213
C 2.0432 -3.6906 0.2890
O 1.5968 -4.8384 0.2862
N 2.9837 -3.3128 1.1915
C 3.4787 -1.9635 1.4172
H 0.7052 -3.0917 -1.1703
H 2.3396 -2.5750 -1.5134
H 1.3638 -1.7194 -0.2495
H 3.2096 -4.0111 1.8799
H 3.0209 -1.2236 0.7716
H 4.5595 -1.9005 1.2346
H 3.3029 -1.6359 2.4421
C -4.0404 0.0533 0.2906
C -2.6978 -0.5885 0.5414
O -1.8346 -0.5792 -0.3293
N -2.5395 -1.1761 1.7405
C -1.3241 -1.8609 2.1522
H -4.3694 -0.1528 -0.7237
H -4.0134 1.1348 0.4316
H -4.8039 -0.3119 0.9860
H -3.2164 -0.9199 2.4371
H -0.5907 -1.1487 2.5333
H -0.8851 -2.3887 1.3098
H -1.5663 -2.5773 2.9358
C -1.2709 2.9119 -3.1023
C -0.7577 3.1889 -1.7157
O -1.4179 2.8641 -0.7271
N 0.4712 3.7236 -1.6269
C 1.1415 3.9265 -0.3623
H -0.7160 3.3922 -3.9044
H -2.3251 3.1854 -3.1301
H -1.2016 1.8289 -3.2270
H 0.9688 3.9502 -2.4663
H 1.9384 4.6527 -0.4912
H 1.4928 2.9763 0.0482
H 0.4343 4.3395 0.3600

Results
molecular weight: 398.06 g mol⁻¹
strongest force on any atom: 0.923 eV/A
ΔE to the lowest compared entry with this formula, charge and spin: 0.000 eV
total charge: -1
Kohn-Sham gap: 0.2952 Eh